1.
The following is a DFT calculation (ωB97M-V/def2-TZVPD) of a single C5H11NO2 molecule in a non-equilibrium geometry.

Each line ends with the natural charge from an NBO analysis.
Positions of all 19 atoms, in Å:
C -2.343277 -0.341137 0.542966  -0.4230
N -1.273058 -0.337739 -0.285016  -0.6323
C -0.114297 0.455500 0.229050  -0.1454
C 1.113583 0.054211 -0.593430  0.0981
C 1.387985 -1.380782 -0.681658  -0.6436
O 2.080218 0.663533 0.325557  -0.7801
C -0.203580 1.927411 0.375653  0.4169
O -0.509305 2.509303 -0.651312  -0.5098
H -2.725618 0.567999 1.095021  0.1678
H -1.991713 -0.796585 1.431902  0.1773
H -2.998839 -1.158517 0.313749  0.2172
H -1.362570 -0.369610 -1.278345  0.3790
H 0.019500 -0.012656 1.323363  0.1868
H 1.337060 0.528490 -1.520793  0.1930
H 1.531118 -1.720416 0.324079  0.2222
H 0.473294 -1.926485 -0.976001  0.2334
H 2.226728 -1.682601 -1.342505  0.2165
H 3.032932 0.735343 0.082560  0.4834
H 0.319838 2.284737 1.285162  0.1425

Cartesian forces (eV/Å) of the 2 atoms listed first:
C -1.9 -0.4 3.1
N 3.7 1.9 -1.3

As for the gap between HOMO and LUMO: 0.3450 Ha. As for the structure (SMILES): CN[C@H](C=O)[C@H](C)O. The total charge is 0. The spin multiplicity is 1. The lowest unoccupied orbital energy is 0.8 eV. The value obtained for the energy relative to the best compared isomer or geometry (same formula, charge and spin) is 342.75 kJ/mol. The calculation puts the HOMO energy at -0.315 Eh.

---

2.
The following is a DFT calculation (ωB97M-V/def2-TZVPD) of C32H33N9PS5SiTl as an isolated structure.

Each line ends with the Mulliken charge.
Positions of all 82 atoms, in Å:
Tl -1.087197 0.812522 2.422316  0.4761
C 0.099848 7.751721 -2.228369  -0.8384
N -0.294475 7.914614 -0.842679  0.3095
C -0.561293 9.110123 -0.237557  -0.0847
C -0.930698 8.800227 1.043052  -0.7084
N -0.906592 7.453729 1.232548  -0.5062
C -0.524671 6.929757 0.089843  0.1416
P -0.263422 5.195800 -0.408874  -0.2345
C -1.966558 4.575601 -0.435236  0.0090
N -3.085157 5.256628 -0.283663  -0.5953
C -4.087190 4.353624 -0.516567  -0.8513
C -3.563324 3.127620 -0.818563  0.0762
N -2.208340 3.280503 -0.787165  0.4595
C -1.212623 2.258357 -1.078006  -1.1323
C 0.481559 4.388382 1.021654  0.3607
N 0.108205 4.427407 2.292006  -0.4623
C 1.033229 3.698591 2.967161  -1.1259
C 1.967098 3.188159 2.104688  0.2413
N 1.638144 3.648927 0.875851  0.5445
C 2.299088 3.216170 -0.346133  -0.8413
H 0.247775 8.739976 -2.659729  0.3034
H -0.670764 7.228191 -2.793295  0.3027
H 1.026309 7.185616 -2.303103  0.3066
H -0.461596 10.043125 -0.765380  0.3338
H -1.213081 9.480663 1.830239  0.4182
H -5.126254 4.629198 -0.439563  0.4368
H -4.013717 2.171416 -1.021513  0.2932
H -1.710005 1.407392 -1.536400  0.2664
H -0.701699 1.899866 -0.184983  0.4583
H -0.475179 2.661696 -1.774974  0.2873
H 0.955155 3.507350 4.024796  0.5070
H 2.770059 2.488102 2.255548  0.2882
H 3.376937 3.322048 -0.222985  0.3807
H 1.970877 3.841448 -1.172775  0.3024
H 2.056350 2.167257 -0.524166  0.1484
S 2.472234 -4.558648 6.881034  -0.4033
C 1.683867 -3.403047 5.958216  0.0859
S 0.518325 -3.761162 4.758479  -0.1604
C 0.132469 -2.133200 4.219461  -0.1454
C 0.816673 -1.150045 4.856311  0.0650
S 0.739130 0.571870 4.645742  -0.4444
S 1.942427 -1.717928 6.082166  -0.1513
S -1.036212 -2.021461 2.934442  -0.4014
N -1.196359 -5.884778 -2.012182  0.0114
C -1.525883 -6.979745 -2.774775  0.5952
C -0.969531 -8.246859 -2.902492  -0.9861
C -1.581470 -9.110228 -3.793564  -0.3950
C -2.709064 -8.721881 -4.531838  -0.4623
C -3.258243 -7.460311 -4.396908  -0.7116
C -2.659093 -6.576893 -3.501563  0.6286
N -3.001984 -5.279082 -3.172219  -0.7583
C -2.116685 -4.903885 -2.286668  0.0524
C -2.066788 -3.599355 -1.617536  1.0217
C -3.187723 -2.773206 -1.611472  -0.5683
C -3.110979 -1.576522 -0.921580  -0.5770
N -2.021652 -1.156833 -0.278368  0.0058
C -0.942976 -1.934519 -0.309987  -0.4352
C -0.927629 -3.163078 -0.960918  -0.6639
H -0.488039 -5.829836 -1.301237  0.2019
H -0.100017 -8.549893 -2.333757  0.3819
H -1.181705 -10.107874 -3.923102  0.3649
H -3.155267 -9.429904 -5.218917  0.3597
H -4.129430 -7.152496 -4.960202  0.4154
H -4.095436 -3.081110 -2.111480  0.4515
H -3.981255 -0.929913 -0.858833  0.3773
H -0.066471 -1.558048 0.203260  0.2523
H -0.011789 -3.741277 -0.940317  0.3177
C 2.881746 -3.165860 1.304744  -0.4717
Si 3.558822 -1.429313 1.077165  -0.1205
C 4.831260 -1.438937 -0.320353  -1.0578
C 4.429157 -0.916459 2.661718  -0.7739
C 2.210307 -0.294067 0.706256  -0.7490
C 1.104485 0.251073 0.777365  0.5932
H 3.661422 -3.880122 1.583806  0.3521
H 2.402269 -3.519192 0.387652  0.0319
H 2.121364 -3.150107 2.089953  0.0390
H 5.657189 -2.131768 -0.137669  0.2857
H 5.245310 -0.434387 -0.438811  0.2657
H 4.348537 -1.717284 -1.260343  0.2803
H 5.168172 -1.657048 2.980813  0.3076
H 3.687994 -0.798005 3.455689  0.1198
H 4.941719 0.040816 2.534791  0.3017

Cartesian forces (eV/Å) of the 2 atoms listed first:
Tl 0.3 -0.3 0.1
C 0.0 0.0 0.0

As for the gap between HOMO and LUMO: 0.1740 Ha. The total charge is -2. The spin multiplicity is 1. The lowest unoccupied orbital energy is 3.6 eV. The value obtained for the energy relative to the best compared isomer or geometry (same formula, charge and spin) is 26.09 kJ/mol. The calculation puts the HOMO energy at -0.041 Eh.